Record 1
# C21H22N10PtS3

A structure of composition C21H22N10PtS3 (ωB97M-V with the def2-TZVPD basis set, OMol25).

The charge is +2. As for the HOMO-LUMO gap: 5.6 eV. As for the HOMO energy: -12.99 eV. The calculation puts the LUMO energy at -0.26985 Ha. For the total energy, the calculation gives -2674.2893 Eh.

```
57
Properties=species:S:1:pos:R:3:forces:R:3
Pt 0.7560 0.4397 0.0769 1.8 0.0 -0.4
S 1.1818 2.4465 -1.1439 0.3 -1.0 1.8
C -0.2251 3.3726 -0.6236 1.3 0.5 3.0
C -0.6251 3.9895 0.5401 -0.1 0.2 0.4
C -1.7980 4.7359 0.4802 0.0 -0.1 -0.2
C -2.2458 5.4174 1.6605 0.0 0.0 0.0
N -2.5606 5.9512 2.6262 0.0 0.0 0.0
C -2.5274 4.8343 -0.7338 0.3 -0.2 0.0
C -2.0617 4.1968 -1.8826 -0.3 0.2 0.1
C -0.8873 3.4799 -1.7575 -2.2 0.6 -2.5
S 0.1110 2.5987 -2.8642 -0.1 -0.5 -2.0
C -3.7412 5.5968 -0.7838 0.0 0.0 0.0
N -4.7161 6.1995 -0.8394 0.0 0.0 0.0
H -0.0711 3.9183 1.4667 0.0 0.0 0.0
H -2.5873 4.2747 -2.8248 -0.1 0.1 0.1
N 3.1604 1.7316 3.2457 -0.1 0.0 0.0
C 2.6187 2.0927 2.0898 0.0 0.0 -0.1
N 1.9056 1.0684 1.6439 -0.1 -0.3 -0.3
C 2.0698 0.0917 2.5949 0.1 0.1 0.1
N 2.8351 0.4678 3.5776 -0.1 0.0 0.1
C 1.5101 -1.2252 2.3291 0.0 -0.1 0.3
C 1.2702 -2.2052 3.2667 0.2 0.1 -0.1
N 0.8314 -3.4097 2.8973 0.0 -0.2 0.0
C 0.6477 -3.6310 1.6121 0.3 -0.1 0.3
C 0.8257 -2.6300 0.6541 0.1 0.1 -0.2
N 1.2503 -1.4282 1.0179 -1.3 0.4 0.2
H 3.7636 2.2674 3.8555 0.0 0.0 0.0
H 2.7767 3.0427 1.6056 0.0 0.0 0.0
H 1.4423 -2.0201 4.3195 0.0 0.0 0.0
H 0.3351 -4.6258 1.3221 -0.1 0.0 -0.1
H 0.6646 -2.8078 -0.3981 -0.2 0.0 0.0
C -2.0153 -4.3389 -1.2419 0.0 0.0 0.0
N -2.5742 -4.6453 0.0612 -0.1 -0.2 -0.1
C -2.6868 -6.0796 0.3163 0.1 0.0 0.0
C -2.9060 -3.6876 0.9593 0.1 0.5 0.1
S -2.1936 -2.1260 0.9131 -0.1 -0.1 -0.2
N -3.8019 -3.9733 1.9106 -0.1 -0.3 0.1
C -4.8851 -4.9441 1.7427 -0.1 0.0 -0.1
C -3.9672 -3.1318 3.0916 0.0 0.0 0.0
H -2.7189 -4.6301 -2.0267 0.0 0.0 0.0
H -1.0898 -4.9003 -1.3934 0.0 0.0 0.0
H -1.8132 -3.2757 -1.3088 0.0 0.0 0.0
H -1.7669 -6.5563 -0.0257 0.0 0.0 0.0
H -3.5168 -6.5360 -0.2249 0.0 0.0 0.0
H -2.7896 -6.2745 1.3791 0.0 0.0 0.0
H -5.0337 -5.1819 0.6932 0.0 0.0 0.0
H -5.8013 -4.4861 2.1128 0.0 0.0 0.0
H -4.7132 -5.8594 2.3091 0.0 0.0 0.0
H -3.0344 -2.6428 3.3471 0.0 0.0 0.0
H -4.2795 -3.7684 3.9186 0.0 0.0 0.0
H -4.7301 -2.3699 2.9211 0.0 0.0 0.0
C -1.9170 -1.0774 -3.2799 -0.1 0.1 -0.2
C -1.1033 -0.5875 -2.1881 -0.2 -0.4 0.1
N -0.4656 -0.2841 -1.2923 0.3 0.2 -0.3
H -2.0939 -0.2787 -4.0000 0.0 0.0 0.0
H -2.8743 -1.4296 -2.8947 0.0 0.0 0.1
H -1.3994 -1.8959 -3.7797 0.0 0.0 0.0
```
Positions in Å, forces in eV/Å.



Record 2
# C21H22N2O3S

A structure of composition C21H22N2O3S (ωB97M-V with the def2-TZVPD basis set, OMol25).

As for the HOMO-LUMO gap: 8.0 eV. As for the HOMO energy: -7.75 eV. The calculation puts the LUMO energy at 0.00816 Ha. For the total energy, the calculation gives -1546.2954 Eh.

```
49
Properties=species:S:1:pos:R:3:forces:R:3
C 2.5751 4.1033 -3.9389 -1.1 -2.0 -2.2
C 2.4581 3.1457 -2.7453 10.9 4.6 -3.1
C 3.6530 2.7615 -1.9811 1.5 6.9 -9.7
C 3.5916 2.0861 -0.9581 4.1 -3.7 5.2
C 2.3671 1.6025 -0.6872 0.2 -0.4 4.4
C 1.2248 2.0790 -1.2119 -0.8 -1.3 -0.7
C 1.3275 2.9792 -2.3220 -5.9 -5.2 6.9
H 0.5399 2.9257 -2.9013 -4.4 1.3 -2.8
C 0.0008 1.3989 -0.7125 0.9 0.6 2.7
H -0.2429 0.4015 -1.0012 0.4 -0.8 -0.4
H -0.8000 1.9830 -0.9336 -2.7 1.7 -0.9
H 0.0313 1.4352 0.4238 0.0 -0.4 -1.2
N 2.4041 0.8867 0.4690 3.3 -3.3 6.4
C 3.6339 0.7343 1.2008 -4.5 4.8 -11.0
N 4.0661 -0.0345 2.1272 0.3 -0.7 2.1
C 3.2092 -0.5375 3.1003 -6.9 2.9 -14.1
O 3.5360 -0.9353 4.0366 6.0 -5.3 16.0
C 1.8355 -0.8923 2.5496 0.7 -0.8 1.9
C 0.7049 -0.7613 3.3496 2.2 5.1 2.3
C -0.5425 -0.7757 2.8988 -2.3 -2.5 -2.9
C -0.6341 -1.5591 1.5278 -8.7 4.6 6.7
C 0.4989 -1.8128 1.0329 -0.8 -8.0 -9.2
C 1.7084 -1.6892 1.4832 3.5 2.3 1.4
H 2.5552 -1.8782 0.9300 1.5 -0.8 -1.4
H 0.4272 -2.7387 -0.0278 0.0 3.1 2.9
O -1.9596 -1.8305 1.0152 3.5 -0.6 -1.1
C -3.1558 -1.2544 1.4602 5.5 1.1 10.0
C -4.2461 -1.7657 0.8328 -5.4 7.3 -6.4
H -5.1551 -1.0660 1.1917 1.6 -1.8 -0.3
O -4.5857 -2.9954 0.6633 0.5 -4.3 0.3
C -3.9610 -3.6231 -0.5046 2.3 9.3 -0.4
C -4.2460 -2.4956 -1.6721 -8.0 1.8 9.3
H -3.6956 -2.4933 -2.4125 5.6 -0.3 -7.2
H -5.3724 -2.4352 -2.0111 2.1 -0.9 0.6
C -4.0636 -1.1229 -0.7977 4.6 -8.6 1.1
H -4.7255 -0.4351 -0.8017 -4.1 4.9 -1.1
H -2.9985 -0.9720 -0.9431 -0.2 1.3 0.2
H -4.6025 -4.2820 -0.6278 -4.6 -7.4 -1.5
H -2.9016 -3.6977 -0.4523 0.6 -0.9 0.5
H -2.9380 -0.1613 1.9207 -1.3 -1.8 -2.3
H -3.3791 -1.7152 2.6083 1.0 0.6 -1.9
H -1.3357 -0.3150 3.5507 0.5 -1.0 -1.2
H 0.9205 -0.0154 4.1933 -0.6 -1.6 -0.5
H 4.9518 0.2865 2.4187 1.3 -0.3 0.9
S 5.0435 1.5284 0.1404 -3.8 0.1 -0.3
H 4.5609 3.1848 -2.4415 -0.2 -0.3 0.5
H 3.5503 4.3725 -4.2889 0.8 0.4 0.5
H 1.8928 5.0011 -3.9411 0.7 -1.1 0.3
H 2.2729 3.3944 -4.8098 0.0 1.5 0.9
```
Positions in Å, forces in eV/Å.



Record 3
# C21H22N2O5

An isolated molecule of C21H22N2O5 (ωB97M-V with the def2-TZVPD basis set, OMol25).

The structure (SMILES) is CCOc1ccc(CC(=O)Nc2c(C(N)=O)oc3ccccc23)cc1OCC. As for the HOMO-LUMO gap: 8.4 eV. As for the HOMO energy: -8.16 eV. The calculation puts the LUMO energy at 0.00856 Ha. For the total energy, the calculation gives -1299.1785 Eh.

```
50
Properties=species:S:1:pos:R:3:forces:R:3
C -6.2634 -1.4515 -1.6471 0.4 0.2 0.2
C -5.2341 -0.5073 -1.0428 -0.6 0.1 0.0
H -5.5262 -0.2189 -0.0278 0.1 0.0 -0.1
H -5.1571 0.4006 -1.6538 0.0 -0.1 0.2
O -3.9898 -1.1911 -1.0195 0.3 0.0 0.0
C -3.0499 -0.8647 -0.0913 0.1 0.0 0.1
C -2.1488 -1.8808 0.2309 -0.1 0.1 -0.1
C -1.1454 -1.6938 1.1574 -0.1 0.1 0.0
C -1.0299 -0.4791 1.8228 -0.2 0.0 0.0
C -1.9067 0.5421 1.4946 0.0 -0.1 0.0
C -2.8977 0.3802 0.5353 -0.1 0.1 -0.2
O -3.7134 1.4622 0.2326 0.1 -0.5 0.4
C -3.2365 2.2700 -0.8332 0.2 0.3 -0.3
C -2.0176 3.1115 -0.4708 -0.3 -0.3 0.0
H -2.2310 3.7224 0.4027 0.0 0.1 0.1
H -1.7704 3.7635 -1.3046 0.1 0.1 -0.1
H -1.1592 2.4791 -0.2556 0.1 0.0 0.0
H -4.0812 2.9200 -1.0789 0.1 -0.1 -0.1
H -3.0045 1.6425 -1.7062 -0.1 0.0 0.1
H -1.8250 1.5014 1.9826 0.0 0.1 0.0
C 0.0712 -0.2264 2.8189 0.0 0.2 -0.1
C 1.2373 0.3797 2.0480 -0.1 -0.2 0.3
O 1.4748 1.5646 2.0231 0.0 0.3 0.0
N 1.9299 -0.5767 1.3673 0.0 -0.5 0.0
C 2.9979 -0.4820 0.5066 0.4 -0.9 -0.5
C 3.5132 -1.6116 -0.0999 -0.6 0.9 0.7
C 3.0400 -2.9781 0.0558 0.3 -0.1 -0.3
O 2.0925 -3.2502 0.7881 -0.2 0.0 0.1
N 3.7094 -3.9129 -0.6503 0.1 -0.1 -0.1
H 4.4782 -3.6546 -1.2425 0.0 0.0 0.0
H 3.4250 -4.8750 -0.5852 0.0 0.1 0.0
O 4.5763 -1.3091 -0.9128 0.2 -0.2 -0.2
C 4.7455 0.0293 -0.8253 -0.4 0.7 0.4
C 5.7109 0.7798 -1.4792 0.0 -0.3 -0.1
C 5.7134 2.1404 -1.2513 0.0 -0.1 0.0
C 4.7820 2.7359 -0.3980 0.0 0.1 0.0
C 3.8219 1.9945 0.2535 0.0 0.1 0.0
C 3.7968 0.6154 0.0417 0.4 -0.1 -0.3
H 3.1015 2.4505 0.9122 0.0 0.0 0.0
H 4.8191 3.8042 -0.2477 0.0 0.1 0.0
H 6.4507 2.7572 -1.7427 0.1 0.0 -0.1
H 6.4244 0.3080 -2.1356 0.1 0.0 -0.1
H 1.6169 -1.5488 1.4454 0.0 0.3 0.0
H -0.2526 0.4924 3.5711 0.1 -0.1 0.0
H 0.3785 -1.1542 3.3010 0.0 0.0 0.0
H -0.4663 -2.5061 1.3708 0.1 -0.1 0.0
H -2.2631 -2.8267 -0.2748 0.0 -0.1 -0.1
H -7.2278 -0.9551 -1.7066 -0.1 0.0 0.0
H -5.9520 -1.7488 -2.6449 0.0 0.0 -0.1
H -6.3579 -2.3440 -1.0342 0.0 -0.1 0.0
```
Positions in Å, forces in eV/Å.



Record 4
# C21H22N2O6S

An isolated molecule of C21H22N2O6S (ωB97M-V with the def2-TZVPD basis set, OMol25).

The structure (SMILES) is COc1ccc(S(=O)(=O)N(C)c2ccc(C(=O)NCc3ccco3)cc2)cc1OC. As for the HOMO-LUMO gap: 9.1 eV. As for the HOMO energy: -8.48 eV. The calculation puts the LUMO energy at 0.02176 Ha. For the total energy, the calculation gives -1772.5254 Eh.

```
52
Properties=species:S:1:pos:R:3:forces:R:3
C -3.0877 -4.6835 -0.1176 0.2 -0.5 0.1
H -3.6068 -5.5524 -0.5217 0.1 0.1 0.0
O -3.9164 -3.5853 -0.4423 -0.1 0.4 0.0
C -3.5908 -2.3134 -0.1153 0.0 0.1 0.0
C -4.5093 -1.3644 -0.5681 0.2 0.0 0.1
C -4.3366 -0.0140 -0.3373 0.0 0.0 0.0
C -3.2281 0.3897 0.3746 0.1 0.6 0.2
C -2.3033 -0.5216 0.8511 0.0 -0.2 0.2
C -2.4565 -1.8819 0.6137 0.0 0.1 0.0
O -1.5684 -2.8162 1.0501 -0.4 -0.1 -0.2
C -0.3457 -2.3884 1.6123 0.3 0.1 0.1
H -0.5014 -1.8257 2.5368 0.0 0.0 0.0
H 0.2324 -1.7910 0.9031 0.0 0.0 0.0
H 0.2002 -3.3040 1.8332 0.0 0.1 0.0
H -1.4681 -0.1393 1.4131 0.2 -0.1 0.1
S -2.9394 2.1215 0.6512 0.1 -0.1 -0.1
O -4.1767 2.8400 0.6261 -0.2 0.0 -0.3
O -2.0842 2.2908 1.7939 0.2 -0.3 0.0
N -2.0673 2.6152 -0.7484 -0.9 -0.5 0.6
C -0.8758 1.8771 -0.8671 0.8 -0.5 -0.3
C 0.3435 2.3034 -0.3474 -0.3 0.1 0.0
C 1.4532 1.4825 -0.4113 0.1 -0.2 -0.1
C 1.3660 0.2206 -0.9906 -0.4 0.1 0.1
C 0.1536 -0.1914 -1.5377 0.2 0.0 0.0
C -0.9510 0.6329 -1.4932 0.3 0.2 -0.1
H -1.8859 0.3223 -1.9319 -0.1 0.0 0.0
H 0.0934 -1.1681 -1.9940 0.0 -0.1 0.0
C 2.5026 -0.7440 -0.9680 0.1 0.2 -0.1
O 2.3402 -1.9306 -0.7550 -0.1 -0.3 0.0
N 3.7166 -0.1976 -1.2101 0.2 0.2 -0.1
H 3.7925 0.7895 -1.3961 -0.1 -0.1 0.0
C 4.9443 -0.9635 -1.1210 0.0 -0.1 0.3
C 5.8888 -0.3544 -0.1398 0.5 0.2 -0.8
C 7.0567 0.3298 -0.3157 -0.6 -0.4 -0.1
C 7.4964 0.7032 0.9779 -0.3 -0.1 0.5
C 6.5596 0.2252 1.8396 0.8 0.5 0.0
O 5.5848 -0.4135 1.1746 -0.5 -0.3 0.0
H 6.4764 0.2718 2.9071 -0.1 -0.1 0.1
H 8.3830 1.2498 1.2246 0.2 0.1 0.1
H 7.5464 0.5337 -1.2459 0.0 0.0 -0.3
H 5.4299 -1.0192 -2.1006 0.0 -0.1 0.2
H 4.6455 -1.9671 -0.8025 0.1 0.1 -0.1
H 2.3782 1.8107 0.0417 0.1 0.0 0.0
H 0.4164 3.2618 0.1405 0.0 0.1 0.1
C -1.9705 4.0633 -0.7575 -0.2 0.4 0.1
H -1.4002 4.3765 -1.6306 0.0 -0.1 0.0
H -1.5112 4.4609 0.1528 0.1 0.1 -0.1
H -2.9882 4.4423 -0.8231 0.1 0.2 -0.1
H -5.0410 0.7215 -0.6871 -0.2 0.0 -0.1
H -5.3625 -1.7309 -1.1161 -0.1 0.0 -0.1
H -2.9714 -4.7962 0.9611 0.0 0.0 -0.1
H -2.1037 -4.5979 -0.5811 -0.1 0.0 0.0
```
Positions in Å, forces in eV/Å.



Record 5
# C21H22N3O3PS3Ti

A structure of composition C21H22N3O3PS3Ti (ωB97M-V with the def2-TZVPD basis set, OMol25).

The charge is +1. As for the HOMO-LUMO gap (alpha / beta): 7.3 / 7.6 eV. As for the HOMO energy (alpha / beta): -11.10 / -11.10 eV. As for the spin multiplicity: 2. The calculation puts the LUMO energy (alpha / beta) at -0.13911 / -0.12825 Ha. For the total energy, the calculation gives -3588.7073 Eh.

```
54
Properties=species:S:1:pos:R:3:forces:R:3
Ti 0.5139 0.1222 0.5035 0.4 0.3 -0.3
C -4.5522 0.7720 0.4707 0.0 0.0 0.0
C -3.2931 0.6226 1.2695 0.0 0.0 0.0
C -2.7289 -0.6276 1.5032 0.0 0.0 0.0
C -1.5410 -0.7530 2.2189 0.0 0.0 0.0
C -0.8981 0.3822 2.7123 0.0 0.0 -0.1
C -1.4477 1.6427 2.4638 0.0 -0.1 0.0
C -2.6351 1.7520 1.7609 0.0 0.0 0.0
H -4.3274 1.2250 -0.4976 0.0 0.0 0.0
H -5.2630 1.4247 0.9769 0.0 0.0 0.0
H -5.0331 -0.1886 0.2950 0.0 0.0 0.0
H -3.2268 -1.5168 1.1359 0.0 0.0 0.0
H -1.1357 -1.7385 2.4228 0.0 0.0 0.0
H -0.0117 0.2844 3.3206 0.0 0.0 0.1
H -0.9596 2.5325 2.8413 0.0 0.0 0.0
H -3.0588 2.7318 1.5787 0.0 0.0 0.0
S 2.2803 0.4082 -1.1164 -0.3 -0.1 0.3
C 1.2203 0.5062 -2.5171 0.0 0.0 0.0
C 1.6617 0.0328 -3.7504 0.0 0.0 0.0
C 0.8419 0.0972 -4.8672 0.0 0.0 0.0
C 1.3086 -0.4425 -6.1120 0.0 0.0 0.0
N 1.7000 -0.9009 -7.0892 0.0 0.0 0.0
C -0.4355 0.6645 -4.7618 0.0 0.0 0.1
C -0.8756 1.1462 -3.5372 0.1 0.0 0.0
C -0.0671 1.0553 -2.4089 0.0 0.0 0.0
S -0.7104 1.5772 -0.8485 0.0 -0.1 0.1
C -1.3133 0.7302 -5.8947 0.0 0.0 0.0
N -2.0405 0.7671 -6.7824 0.0 0.0 0.0
H 2.6501 -0.3969 -3.8396 0.0 0.0 0.0
H -1.8636 1.5798 -3.4629 0.0 0.0 0.0
S 0.3842 -3.6985 -2.0591 -0.1 0.0 0.0
C -1.1220 -2.8960 -2.1564 0.0 0.1 0.1
C -1.1645 -1.8784 -1.2639 0.0 0.0 0.0
N -0.0200 -1.7350 -0.5068 0.1 -0.1 -0.1
C 0.8717 -2.6436 -0.8419 0.0 0.1 0.0
H -1.8853 -3.1939 -2.8551 0.0 0.0 0.0
H -1.9739 -1.1809 -1.1168 0.0 0.0 0.0
H 1.8631 -2.6773 -0.4208 0.0 0.0 0.0
C 2.3850 0.5005 4.6337 0.2 0.0 0.0
O 3.3988 0.3772 3.6127 -0.3 -0.1 -0.2
P 3.1134 0.2159 2.0537 -0.1 0.0 0.3
O 1.8926 -0.9579 2.0031 0.1 0.1 -0.1
C 2.3125 -2.3208 2.2352 0.0 0.1 0.0
O 1.8837 1.3307 1.7617 0.1 0.0 0.0
C 2.3337 2.6796 1.4077 -0.1 -0.2 0.0
H 2.9141 0.5750 5.5781 0.0 0.0 0.0
H 1.7460 -0.3808 4.6398 0.0 0.0 0.0
H 1.7923 1.3978 4.4656 0.0 0.0 0.0
H 2.5592 -2.4480 3.2881 0.0 0.0 0.0
H 3.1832 -2.5617 1.6232 0.0 0.0 0.0
H 1.4783 -2.9660 1.9737 0.0 0.0 0.0
H 2.3513 3.2712 2.3194 0.0 0.0 0.0
H 1.6228 3.0697 0.6861 0.0 0.0 0.0
H 3.3213 2.6295 0.9509 0.0 0.0 0.0
```
Positions in Å, forces in eV/Å.



Summary of energy relative to the best compared isomer or geometry (same formula, charge and spin) in eV
2.5114; 16.2724; 1.6602; 2.2762; 0.0000
(order as listed above)